Entry 1:
Molecular formula: C18H33N4O4S2Ti
Method: DFT, wB97M-V/def2-TZVPD

E, eV: -78115.779
E_HOMO, eV: -17.763
Energy above the lowest of the compared OMol25 structures with the same formula, charge and spin, eV: 0.3303
Total charge: +3

Last column: Mulliken charge in e.
Cartesian coordinates (Å):
Ti  0.60738  0.25964  -0.53930  0.3858
S  1.61334  -1.59836  -1.73036  -0.4919
S  -1.71793  0.18368  -2.45024  0.5598
O  -1.08631  -0.18123  -1.02694  -0.2903
O  2.57472  0.91648  -0.37198  -0.2141
O  1.29404  3.61343  -2.17928  -0.4362
O  0.66502  1.49215  -1.77580  -0.3206
N  -0.56214  1.83236  2.27216  0.1836
N  1.33355  -4.16452  -2.21421  0.0062
N  0.42504  0.30631  3.70016  0.1480
N  0.66628  0.03608  1.39320  0.1703
C  3.55696  3.18172  -0.40984  -1.5987
C  -0.00182  -5.76431  -1.12216  -0.5892
C  -0.32346  2.66139  1.10955  -0.9312
C  0.23948  1.16563  4.87412  -1.1880
C  3.77764  1.63113  -2.40071  -1.5424
C  -0.53708  -4.73900  -0.34036  -0.5287
C  0.87310  -3.14513  -1.45627  0.6069
C  -4.14051  0.43680  -1.40442  -0.4959
C  -4.27364  -0.74131  -2.36524  -0.7152
C  0.93375  -5.44395  -2.06908  -0.2977
C  -1.82189  2.06676  2.98818  -1.1839
C  1.02552  -0.99859  3.97423  -1.2837
C  1.54877  2.52639  -1.78987  0.0201
C  2.90881  2.08640  -1.23640  1.6308
C  -0.10717  -3.43445  -0.50744  -0.4317
C  -3.05811  1.31630  -2.01527  -0.6513
C  -2.85440  -1.21849  -2.70398  -0.3609
C  0.17558  0.71298  2.46769  0.4823
H  -2.08435  1.20062  3.59002  0.4141
H  0.62185  -1.77375  3.32233  0.4732
H  4.75500  1.29986  -2.04573  0.4814
H  0.74774  2.72943  0.90230  0.1573
H  1.33851  -0.66368  1.69923  0.1431
H  -0.31248  -6.79042  -0.99204  0.4518
H  -3.83685  0.10557  -0.40908  0.1923
H  -0.50647  -2.62350  0.08353  0.5766
H  -4.77335  -0.41709  -3.27836  0.3412
H  3.47328  4.12332  -0.95076  0.4146
H  2.03094  -3.95085  -2.92008  0.2826
H  -1.28826  -4.97743  0.40187  0.4638
H  3.30551  0.82204  -2.96106  0.3273
H  -2.49125  -2.00236  -2.03939  0.0935
H  -0.87115  2.32417  0.21760  0.0622
H  1.08516  1.01938  5.54360  0.4744
H  -3.37315  1.75214  -2.96816  0.5196
H  -2.67345  2.11198  -1.37992  0.2752
H  1.37454  -6.17988  -2.72709  0.4485
H  -0.66343  3.67180  1.32996  0.5797
H  3.93583  2.46975  -3.07857  0.4397
H  2.11346  -0.96026  3.87843  0.3797
H  -5.07917  0.98160  -1.31214  0.4744
H  -1.76890  2.94514  3.63145  0.3751
H  -2.74435  -1.54412  -3.73772  0.5131
H  0.79263  -1.28136  4.99674  0.4219
H  0.21337  2.21251  4.59093  0.3987
H  -4.86446  -1.55159  -1.94212  0.3688
H  -2.61736  2.22533  2.25838  0.3872
H  4.61456  2.97267  -0.25280  0.4310
H  3.06085  3.29529  0.55482  0.3272
H  3.42120  0.54797  -0.09332  0.2772
H  -0.67052  0.90937  5.41695  0.3914


Entry 2:
Molecular formula: C18H34ClF5N4O5P
Method: DFT, wB97M-V/def2-TZVPD

E, eV: -70808.882
E_HOMO, eV: -12.639
SMILES string: CCOP(=O)(CCC[C@@H]1[C@H](C(F)(F)C(F)(F)F)N(C[C@H](C)O)C(N(CN)CCO)=[N+]1Cl)OCC
Total charge: +1

Last column: Mulliken charge in e.
Cartesian coordinates (Å):
Cl  0.46261  0.89897  1.97477  -0.0137
P  4.57225  -1.43973  0.28088  0.8069
F  -2.55900  -1.44342  -3.34839  -0.2482
F  -3.71903  -2.27160  -1.72081  -0.2602
F  -2.62996  -3.58461  -3.05640  -0.2493
F  -1.06827  -3.58138  -1.09721  -0.3563
F  -0.30138  -1.90664  -2.22505  -0.2200
O  5.78724  -1.29205  1.07631  -0.7600
O  -4.32076  3.55170  1.74878  -0.5594
O  -3.00717  2.19950  -1.87668  -0.5978
O  4.91248  -1.91808  -1.19805  -0.4559
O  3.69833  -0.10763  0.08569  -0.2215
N  -2.03269  -0.11986  -0.39254  0.4252
N  -0.74419  -0.22856  1.54574  -0.0979
N  -2.06141  2.60398  3.28211  -0.3927
N  -2.77974  0.97682  1.56114  0.2034
C  -2.60879  1.30403  3.00210  -1.3153
C  -4.01812  1.37014  0.80312  0.1669
C  -1.62118  2.12619  -1.57839  -0.6159
C  -1.17294  0.68770  -1.31875  0.1182
C  3.37510  -3.25313  -2.59681  -1.0391
C  -1.33855  3.11673  -0.46078  -1.1535
C  4.01172  -1.89010  -2.31290  0.0539
C  3.91326  2.24781  0.56657  -0.9382
C  -1.56179  -1.51809  -0.22275  -0.0908
C  2.04622  -1.91622  1.48222  -1.1103
C  -1.87151  0.30453  0.93331  -0.4453
C  3.34952  -2.56556  1.00872  -0.8722
C  -0.37258  -1.48111  0.80984  -0.2897
C  4.40752  1.10302  -0.29042  -0.3307
C  -4.95340  2.29891  1.54983  -0.8907
C  1.07181  -1.60392  0.34102  -0.5684
C  -2.59697  -2.41423  -2.43520  0.6864
C  -1.34671  -2.32971  -1.49395  0.3866
H  -1.97298  0.52293  3.41558  0.5342
H  -1.19934  0.16838  -2.26974  0.8849
H  3.25454  -1.11779  -2.15251  0.0183
H  -5.82296  2.43469  0.90003  0.4392
H  4.21578  1.28608  -1.34996  0.2496
H  -3.59481  1.19227  3.44989  0.4041
H  -0.12510  0.69657  -0.99041  -0.5116
H  -1.77096  2.82181  0.49608  0.1119
H  -2.36710  -2.05779  0.28322  0.6701
H  -0.26190  3.25069  -0.33989  0.3405
H  3.87026  -2.98086  1.87477  0.4710
H  5.47868  0.94699  -0.14838  0.4503
H  -2.20296  3.27569  2.53977  0.3069
H  -5.32234  1.87520  2.48557  0.4089
H  1.56134  -2.58470  2.20247  0.6703
H  4.21827  3.19866  0.12493  0.4386
H  -1.03170  2.43980  -2.44919  0.6691
H  1.09793  -2.43509  -0.36716  0.6295
H  -1.08377  2.56355  3.52992  0.3424
H  1.38610  -0.70139  -0.18794  0.2028
H  4.62140  -1.57696  -3.15958  0.4793
H  2.82126  2.23867  0.61934  -0.0234
H  -4.52424  0.44479  0.52285  0.3724
H  3.77725  -3.68841  -3.51145  0.3304
H  3.58739  -3.95736  -1.79285  0.3623
H  2.29376  -3.17283  -2.71707  0.1191
H  -3.19047  1.75007  -2.71149  0.3658
H  3.15216  -3.39422  0.32706  0.4440
H  2.28911  -1.00454  2.02461  0.3543
H  -3.69075  1.86701  -0.10963  0.1621
H  4.31536  2.19005  1.57785  0.3057
H  -0.57004  -2.29931  1.50667  0.4648
H  -4.35977  3.80287  2.67917  0.3787
H  -1.77133  4.08005  -0.72959  0.3992


Entry 3:
Molecular formula: C18H34F4N3O5
Method: DFT, wB97M-V/def2-TZVPD

E, eV: -44786.149
E_HOMO, eV: -11.610
Total charge: +1

Last column: Mulliken charge in e.
Cartesian coordinates (Å):
F  -1.13602  -1.76810  -2.68731  -0.2576
F  -2.19394  -3.65345  -2.34392  -0.2664
F  0.20526  -3.20054  -0.07950  -0.1870
F  -1.95792  -3.43938  0.10646  -0.3613
O  2.04103  -1.19426  2.63494  -0.4474
O  -1.34306  2.87532  -2.20053  -0.3797
O  -0.22192  2.59591  -1.36358  -0.0772
O  -5.02694  2.25797  1.65831  -0.5480
O  4.33562  2.08979  -2.08947  -0.5123
N  3.28740  0.47056  -0.86063  0.2957
N  -0.44899  -0.21829  -0.34495  0.6151
N  -2.32233  -0.90048  0.49100  0.0712
C  -1.07635  -2.97711  -2.06066  0.1535
C  -1.14219  0.90257  0.09272  0.8629
C  3.97308  -2.27192  3.64873  -1.5238
C  -0.98501  -2.73234  -0.51557  0.9641
C  -5.14018  3.68377  -0.30736  -1.0659
C  2.80875  0.80463  -3.35626  -0.9613
C  1.94658  0.54549  -0.31560  -1.0656
C  2.86440  -2.37196  2.61715  0.9638
C  -0.70554  2.32646  -0.05707  -1.2098
C  3.92519  -0.84802  -0.74928  0.2718
C  -5.87580  2.69776  0.58573  0.4764
C  -7.16664  3.27728  1.13476  -1.3807
C  2.01425  -3.61452  2.80048  -1.2629
C  5.21907  -0.95751  -1.55126  -1.5906
C  -2.31625  0.45768  0.62114  -1.1013
C  3.53886  1.19294  -2.09094  0.1588
C  0.85398  -0.23944  -1.05986  0.0209
C  -1.19867  -1.28884  -0.11011  -0.2437
H  -5.75900  3.98851  -1.15096  0.3984
H  -6.09675  1.78991  0.02104  0.2433
H  2.68990  -0.27699  -3.45377  0.3566
H  -7.67673  2.55106  1.76652  0.3415
H  3.30231  -2.38294  1.61873  -0.0107
H  0.65664  0.14519  -2.05714  -0.0663
H  1.64621  -1.13110  3.51220  0.3163
H  -3.12271  1.03427  1.05857  0.6833
H  -4.87340  4.58116  0.25721  0.3358
H  -4.21922  3.24596  -0.69899  0.1295
H  0.10233  2.58762  0.62845  0.3422
H  1.99271  0.16265  0.71132  0.2627
H  4.63100  -3.13972  3.60354  0.3894
H  4.56922  -1.37395  3.48701  0.3669
H  5.83193  -0.06510  -1.40786  0.3557
H  1.22999  -3.65878  2.04649  0.1355
H  4.17440  -0.96276  0.31022  0.1260
H  3.55017  -2.21818  4.65541  0.3788
H  1.12955  -1.28954  -1.15322  0.4324
H  1.52950  -3.61572  3.78058  0.3735
H  -3.07122  -1.51267  0.78144  0.2819
H  3.25301  -1.67846  -1.01493  0.1123
H  1.68042  1.59988  -0.25849  0.3391
H  -1.55754  2.97747  0.14964  0.4350
H  3.33858  1.21934  -4.21303  0.3937
H  1.81010  1.25426  -3.34507  0.2230
H  -0.19912  -3.51994  -2.41879  0.3186
H  -4.81854  3.02840  2.19956  0.3400
H  5.79599  -1.81163  -1.19147  0.4716
H  2.61452  -4.52111  2.71985  0.3806
H  -1.57517  2.00937  -2.57126  0.3320
H  5.04084  -1.10564  -2.61876  0.3189
H  -7.83870  3.56997  0.32834  0.3792
H  -6.95649  4.16339  1.73962  0.3716


Entry 4:
Molecular formula: C18H34N3OPPbSeSi
Method: DFT, wB97M-V/def2-TZVPD

E, eV: -113486.093
E_HOMO (spin up / spin down), eV: -3.589 / -3.779

Last column: Mulliken charge in e.
Cartesian coordinates (Å):
Pb  -0.22457  0.24175  0.62320  0.3190
Se  -0.20078  1.56491  2.82759  -0.2745
P  0.57767  -0.30437  -3.37041  1.3660
Si  -1.32290  0.72400  -2.74347  0.3974
O  1.53989  -2.16512  0.67108  -0.5153
N  1.24598  1.31458  0.00105  -0.5761
N  -0.84343  -0.71730  4.48531  0.2645
N  -2.60880  0.05775  3.47671  0.3772
C  -3.45252  0.86105  2.61443  -0.9151
C  -2.96797  -1.14093  4.06211  -0.3724
C  1.78893  -0.92831  -2.19157  -0.6143
C  0.47210  -2.77581  0.75228  0.5966
C  3.23032  2.75085  0.26719  -0.2450
C  1.26532  3.45372  -1.01377  0.2014
C  -1.87012  -1.62640  4.71209  -0.6172
C  3.80721  3.99744  0.03570  -0.4522
C  0.55344  -0.89183  4.87904  -0.9032
C  1.46015  0.97616  -4.30796  -1.3517
C  -0.21046  -3.36065  2.04839  -0.7397
C  1.88327  2.41563  -0.21298  0.1027
C  0.17654  -1.65719  -4.51842  -1.3331
C  -1.26592  0.26983  3.64423  -0.4256
C  3.13031  4.97210  -0.70875  -0.3346
C  -2.69702  -0.49132  -2.40341  -0.7930
C  1.86789  4.68743  -1.24111  -0.8061
C  -0.40637  -3.27172  -0.47885  -0.6716
H  -1.36196  -3.52952  2.01544  0.3019
H  1.94881  1.65922  -3.60945  0.3410
H  -3.96469  -1.55242  3.95072  0.4598
H  -1.74700  1.60647  -3.87366  -0.3024
H  -4.45156  0.89550  3.05861  0.3792
H  0.75818  1.53967  -4.92317  0.3970
H  0.28277  3.24026  -1.43972  0.1873
H  -2.78250  -1.24901  -3.20636  0.3062
H  -0.72054  -1.41250  -5.09498  0.3791
H  0.29750  -3.99794  -1.04011  0.3388
H  1.11486  -1.46240  4.13189  0.3169
H  3.77437  1.98765  0.82944  0.3502
H  -0.80201  -2.47757  -1.20538  -0.1135
H  0.00823  -2.81760  3.00801  -0.1754
H  4.79050  4.22850  0.44160  0.3324
H  -1.34538  -3.85021  -0.14680  0.3119
H  3.58564  5.95523  -0.88730  0.3132
H  -1.35468  -0.84876  0.80339  -0.2676
H  1.42029  -1.77190  -1.59588  -0.0413
H  0.00013  -2.58440  -3.96441  0.3023
H  0.33095  -4.38858  2.09692  0.4192
H  -3.63968  0.09691  -2.38905  0.3311
H  0.99842  0.09879  4.97789  0.3616
H  -1.09379  1.55481  -1.52205  -0.1348
H  -1.72015  -2.52334  5.29268  0.4542
H  -2.58199  -0.99687  -1.42420  0.1551
H  2.68634  -1.25375  -2.74371  0.5100
H  -3.03911  1.87237  2.56762  0.3558
H  1.01865  -1.79244  -5.20272  0.4224
H  2.05975  -0.13744  -1.47607  -0.0598
H  1.33744  5.44062  -1.83057  0.3305
H  -3.51577  0.43995  1.59989  0.2904
H  2.20601  0.49130  -4.94305  0.4257
H  0.57386  -1.41685  5.83489  0.3373